No. 1
Here is a molecular structure, C23H41NO2P2Sc from the Open Molecules 2025 dataset. Energies are from ωB97M-V/def2-TZVPD.

Summary:
Kohn-Sham gap (hartree): 0.284
Net charge: +1
HOMO (eV): -11.262

The geometry in XYZ format:
```
70
Properties=species:S:1:pos:R:3:forces:R:3
Sc 0.3441 0.1043 0.2825 -1.327 0.553 0.351
C -1.7291 1.4713 0.1003 0.300 -0.600 0.807
C -2.1341 0.0999 0.0490 0.322 0.400 0.735
C -1.2050 0.4886 2.1432 0.081 -0.021 -1.370
C -1.1451 1.7169 1.3900 -0.237 -1.161 -0.473
C -1.8053 -0.5101 1.3022 0.413 0.984 -0.193
C -1.9795 2.4955 -0.9525 -0.112 0.360 -0.291
H -2.1499 2.0368 -1.9371 0.128 0.163 0.272
H -1.1439 3.2054 -1.0311 -0.246 -0.161 -0.082
H -2.8833 3.0772 -0.7096 0.257 -0.120 -0.089
C -0.5908 3.0140 1.8691 0.022 0.434 0.090
H -0.6954 3.7802 1.0849 0.200 -0.218 0.370
H 0.4664 2.9249 2.1568 -0.213 0.175 -0.075
H -1.1407 3.3696 2.7525 0.144 -0.078 -0.206
C -0.6747 0.2628 3.5167 0.014 -0.018 0.481
H -1.3722 0.6315 4.2852 0.162 -0.062 -0.230
H 0.2809 0.7836 3.6713 -0.203 -0.214 0.043
H -0.5419 -0.8122 3.6995 0.113 0.334 0.053
C -2.0884 -1.9193 1.6872 -0.248 -0.470 0.204
H -2.9895 -1.9602 2.3197 0.257 -0.098 -0.144
H -1.2615 -2.3575 2.2642 -0.242 0.029 -0.124
H -2.2766 -2.5574 0.8105 0.093 0.204 0.280
C -2.9932 -0.5124 -1.0013 -0.235 -0.227 -0.441
H -4.0595 -0.4166 -0.7246 0.407 -0.048 -0.135
H -2.7840 -1.5833 -1.1258 -0.095 0.223 -0.026
H -2.8619 -0.0212 -1.9759 -0.053 -0.176 0.243
C 3.1873 -1.1941 -6.0774 -0.415 0.450 -0.115
C 1.9286 -1.0136 -6.4986 0.739 0.338 -0.223
C 1.0993 -2.0090 -7.2461 -0.336 -0.399 -0.036
C 1.4099 -3.5035 -6.9838 -0.380 -0.105 -0.683
C 1.4283 -3.9185 -5.5436 0.099 -0.199 0.588
C 2.4652 -3.8675 -4.6954 -0.376 -0.484 -0.468
C 3.8610 -3.4519 -5.0520 0.380 0.309 -0.021
C 4.0053 -2.4394 -6.2138 0.711 -0.271 0.027
H 1.2101 -1.8342 -8.3316 -0.075 0.039 0.336
H 2.3242 -3.7897 -7.5165 -0.436 -0.052 0.236
H 0.0341 -1.8287 -7.0248 0.272 -0.018 -0.037
H 3.8396 -2.9452 -7.1719 0.176 0.332 0.338
H 3.7542 -0.3551 -5.6578 -0.474 -0.087 0.030
H 1.4725 -0.0183 -6.4221 0.345 -0.294 -0.023
H 5.0582 -2.1155 -6.2117 -0.244 -0.234 -0.114
H 4.3464 -3.0285 -4.1573 -0.105 -0.096 -0.186
H 2.3619 -4.2828 -3.6846 -0.108 0.119 -0.355
H 4.4575 -4.3431 -5.3198 -0.222 0.211 0.201
H 0.5900 -4.0697 -7.4539 0.333 0.136 -0.011
H 0.4827 -4.3746 -5.2277 0.317 0.280 0.290
P 1.0437 0.3374 -2.3068 0.289 -0.650 -0.865
C 2.3374 1.5159 -2.8138 0.131 0.249 0.128
C 0.0999 0.1109 -3.8520 -0.270 0.177 -0.045
P 0.9899 -2.2570 -0.8180 0.160 0.258 -0.702
C 1.8938 -1.3393 -2.1916 0.012 -0.046 0.305
C -0.0370 -3.4147 -1.7749 -0.126 -0.240 0.156
C 2.1819 -3.3108 0.0474 0.117 -0.196 -0.064
H 2.9640 1.7680 -1.9452 -0.192 -0.083 -0.432
H 1.8420 2.4347 -3.1658 0.192 -0.273 0.109
H 2.9506 1.1024 -3.6245 -0.179 0.074 0.162
H 0.7496 -0.2642 -4.6515 -0.117 0.054 0.406
H -0.2992 1.0869 -4.1641 -0.071 -0.300 0.109
H -0.7238 -0.5986 -3.7035 0.102 0.226 -0.023
H 2.7309 -3.9238 -0.6803 -0.039 0.101 0.287
H 1.6095 -3.9665 0.7200 0.252 0.153 -0.134
H 2.8684 -2.6930 0.6429 -0.193 -0.246 -0.203
H 2.9793 -1.2477 -1.9882 -0.553 0.020 -0.004
H 1.7531 -1.8929 -3.1370 0.218 0.241 0.261
H -0.4767 -4.1310 -1.0656 -0.018 0.164 -0.303
H 0.5867 -3.9549 -2.5000 -0.220 0.122 0.191
H -0.8392 -2.8849 -2.3061 0.212 -0.146 0.165
O 2.1240 1.3384 0.1667 0.687 -0.972 1.494
N 2.7867 0.6143 1.0020 -0.849 -0.045 -0.271
O 2.1005 -0.3577 1.4755 0.554 1.198 -0.548
```
Positions in Å, forces in eV/Å.

=====

No. 2
Here is a molecular structure, C23H42AgN4NbO from the Open Molecules 2025 dataset. Energies are from ωB97M-V/def2-TZVPD.

Summary:
Kohn-Sham gap (hartree): 0.239
Net charge: +2
HOMO (eV): -14.563

The geometry in XYZ format:
```
72
Properties=species:S:1:pos:R:3:forces:R:3
N -0.3779 1.0102 1.5933 -0.919 -0.416 1.165
C -0.4945 1.4871 2.7222 2.509 5.393 -2.275
O -0.3026 2.3351 3.5848 -1.167 -2.339 -1.258
Ag -0.7740 0.0123 3.9148 -0.616 -2.925 2.438
Nb -0.0629 -0.1691 0.0027 0.159 -0.915 -0.284
N 1.5933 0.6680 -0.6859 -2.213 -1.264 -0.154
N -1.6399 -0.3508 -1.2325 2.653 0.098 -0.867
C 2.6650 1.3518 0.0776 0.251 0.000 0.199
C -3.0645 -0.0736 -1.0420 -0.621 -0.094 -0.415
C 2.1554 2.7580 0.3800 0.238 0.255 -0.111
C 3.9700 1.3990 -0.7288 0.181 0.097 0.091
C 2.9204 0.6378 1.3966 0.334 -0.203 0.302
C -3.4980 1.0598 -2.0014 -0.123 0.236 0.349
C -3.9487 -1.2916 -1.3920 -0.135 -0.130 0.103
C -3.2758 0.2930 0.4138 -0.624 0.130 0.145
H 2.0238 3.3067 -0.5632 -0.137 0.052 0.399
H 2.9152 3.2731 0.9819 -0.276 0.049 -0.164
H 1.2116 2.7068 0.9475 0.410 0.224 -0.301
H 4.3359 0.3974 -0.9942 -0.185 0.217 0.025
H 4.7407 1.8643 -0.1015 -0.180 -0.085 -0.135
H 3.8819 2.0147 -1.6319 0.044 -0.204 0.201
H 2.0217 0.6060 2.0284 0.212 -0.070 -0.120
H 3.6827 1.2098 1.9493 -0.277 -0.259 -0.138
H 3.3042 -0.3807 1.2450 -0.152 0.286 0.048
H -2.8848 1.9610 -1.8523 -0.208 -0.211 -0.072
H -4.5502 1.3022 -1.7867 0.344 0.022 -0.115
H -3.4443 0.7495 -3.0590 -0.049 0.258 0.540
H -4.0130 -1.4687 -2.4746 0.092 0.016 0.344
H -4.9763 -1.0608 -1.0611 0.417 -0.239 -0.080
H -3.6025 -2.2203 -0.9122 -0.142 0.289 -0.039
H -3.0244 -0.5526 1.0815 0.179 0.392 -0.192
H -4.3477 0.4533 0.5512 0.096 0.158 0.156
H -2.7593 1.2255 0.6833 -0.113 -0.332 0.008
C -1.3452 -0.7709 -2.6740 0.029 -0.074 0.840
H -0.6416 -0.0809 -3.1759 -0.648 -0.656 0.170
H -0.9997 -1.8175 -2.6997 -0.003 0.535 -0.136
H -2.2883 -0.7124 -3.2092 0.267 -0.170 -0.098
C 1.6046 0.8764 -2.1419 0.652 0.082 0.096
H 2.4554 0.3359 -2.5945 -0.408 0.196 0.105
H 0.6751 0.5030 -2.5914 0.595 0.433 0.168
H 1.7412 1.9557 -2.3255 -0.331 -0.440 -0.235
C 0.9641 -2.1642 5.6739 0.084 0.331 0.368
C 0.0747 -2.1855 4.4493 0.528 -1.117 0.262
C -1.3105 -2.4835 4.5457 0.259 -0.015 0.533
C -2.0890 -2.7015 3.4080 -0.747 0.078 -0.266
C -3.5548 -3.0293 3.5296 -0.392 -0.096 0.240
C -1.5133 -2.5776 2.1419 1.013 0.578 0.042
C -0.1479 -2.2241 2.0248 -0.428 -0.761 -0.485
C 0.6683 -2.1406 3.1775 -0.645 1.118 -0.789
N 0.4134 -2.0299 0.7030 -0.383 1.359 -0.006
C 1.1643 -3.2001 0.1555 0.244 -0.407 0.386
C 2.5015 -3.3559 0.8752 0.407 -0.184 -0.043
C 0.3606 -4.4868 0.3608 -0.025 -0.317 -0.186
C 1.4188 -3.0053 -1.3224 -0.086 0.085 -0.476
H 0.4137 -1.7865 6.5430 0.138 -0.135 -0.090
H 1.3709 -3.1549 5.9458 -0.368 0.296 -0.330
H 1.8263 -1.5047 5.5131 -0.164 -0.158 0.042
H -1.7335 -2.6803 5.5451 0.144 0.339 -0.560
H -3.7794 -4.0598 3.2191 0.221 0.219 0.084
H -3.9098 -2.9095 4.5626 0.139 -0.076 -0.307
H -4.1729 -2.3796 2.8954 0.232 -0.085 0.090
H -2.1082 -2.7021 1.2336 0.189 -0.039 0.303
H 1.7191 -1.8863 3.0417 -0.205 -0.173 0.207
H 2.3690 -3.6844 1.9095 0.049 0.088 -0.102
H 3.0943 -4.1353 0.3738 -0.157 0.229 0.161
H 3.0823 -2.4268 0.8535 -0.094 -0.178 -0.006
H -0.6396 -4.4194 -0.0737 0.039 0.028 -0.031
H 0.8809 -5.3230 -0.1256 -0.105 0.252 0.038
H 0.2646 -4.7682 1.4105 -0.006 0.142 0.020
H 0.4784 -3.0012 -1.8878 0.160 -0.059 0.098
H 2.0255 -3.8479 -1.6926 -0.212 0.436 0.048
H 1.9552 -2.0687 -1.5287 0.037 -0.168 0.053
```
Positions in Å, forces in eV/Å.

=====

No. 3
Here is a molecular structure, C23H42AuCl3N4O3SSi from the Open Molecules 2025 dataset. Energies are from ωB97M-V/def2-TZVPD.

Summary:
Kohn-Sham gap (spin up / spin down) (hartree): 0.277 / 0.196
Spin multiplicity: 3
HOMO (spin up / spin down) (eV): -7.347 / -8.208

The geometry in XYZ format:
```
78
Properties=species:S:1:pos:R:3:forces:R:3
C -0.7074 3.7050 0.5299 -0.586 -0.014 -0.202
C 0.6020 3.5221 1.2111 0.635 0.110 0.639
H -1.4452 4.2353 1.1416 0.109 -0.131 -0.174
H -1.1074 2.7180 0.2499 -0.001 0.321 0.098
H -0.5754 4.2674 -0.4094 -0.011 -0.127 0.251
C 1.0468 4.1928 2.2882 -0.035 -0.202 -0.473
C 0.2817 5.2199 3.0644 -0.304 0.252 0.224
H 2.0575 4.0045 2.6604 -0.263 -0.132 -0.169
H -0.7469 5.3412 2.7001 0.309 0.014 0.124
H 0.7613 6.2127 3.0612 -0.058 -0.326 -0.129
H 0.2268 4.9231 4.1242 -0.011 0.049 -0.242
Au 0.6549 -0.4491 -0.2853 0.270 0.963 -0.870
Cl 2.1337 0.6970 -2.3714 -0.745 -0.300 0.575
Cl -1.4474 0.2461 -1.1126 -0.271 0.067 -0.075
H 0.2242 -5.4685 -2.9788 -0.071 0.145 0.100
H -1.0769 -4.1370 -4.9433 -0.035 0.126 0.199
C -0.4073 -4.8754 -2.3041 -0.079 -0.019 -0.077
C -1.5839 -3.6295 -4.1113 0.155 0.115 0.052
N -0.7365 -3.5937 -2.9208 -0.168 -0.322 -0.328
H 0.1174 -4.6962 -1.3640 -0.150 -0.029 -0.182
C -0.2940 -2.4555 -2.3968 0.920 -0.095 1.766
O 0.3859 -2.4438 -1.3248 -0.965 -0.448 -2.069
H -1.8209 -2.6033 -4.4070 -0.005 -0.217 0.020
H -0.5565 -1.5223 -2.9135 -0.028 -0.241 0.083
H -1.3285 -5.4423 -2.1240 0.158 0.140 0.044
H -2.5143 -4.1751 -3.9024 0.210 0.205 0.044
H -1.2828 1.5498 2.7617 0.002 -0.278 -0.094
H 0.8130 1.8161 4.1619 -0.008 -0.289 -0.062
C -1.4077 0.5097 3.0891 -0.201 0.296 -0.094
C 0.5089 0.8564 4.6053 -0.035 -0.062 0.161
N -0.1637 0.0202 3.6366 0.304 -0.688 0.123
H -1.7065 -0.1206 2.2474 0.056 0.220 0.159
C 0.2916 -1.2214 3.3198 -0.480 0.227 -0.753
O -0.1578 -1.9106 2.3978 0.445 0.488 0.988
H 1.3907 0.3202 4.9704 -0.082 0.216 0.014
H 1.1265 -1.5602 3.9771 -0.221 0.157 -0.376
H -2.1813 0.4909 3.8732 0.092 -0.054 -0.201
H -0.1498 1.0863 5.4542 0.090 -0.115 -0.086
O 0.8273 1.1984 1.0414 -0.491 0.126 0.437
C 1.4001 2.3815 0.5824 0.872 -0.139 0.026
C 3.3939 1.8206 2.0571 0.382 0.112 -0.004
C 2.8949 2.3872 0.8879 -0.314 0.281 -0.092
H 2.7046 1.2975 2.7203 0.191 0.149 -0.101
C 4.7608 1.9066 2.3505 -0.305 -0.113 -0.088
H 1.2838 2.4311 -0.5137 -0.045 0.203 0.197
C 3.7542 3.0134 -0.0069 0.213 0.143 0.269
H 5.1346 1.4543 3.2772 -0.039 0.210 -0.438
C 5.6206 2.5576 1.4625 0.024 0.174 -0.085
C 5.1122 3.1353 0.2893 -0.080 -0.254 0.044
H 3.3233 3.4107 -0.9261 0.260 0.019 0.152
H 6.6918 2.6170 1.6822 -0.415 0.029 -0.066
H 5.7614 3.6712 -0.4070 -0.078 -0.260 0.259
Si -6.3525 0.1258 -1.5716 -0.050 0.035 -0.017
Cl -6.3330 1.9706 -0.5951 -0.097 -0.012 -0.026
C -6.3887 -1.1834 -0.2385 0.052 -0.009 -0.016
C -4.8204 0.0819 -2.6310 0.068 -0.082 0.001
C -7.9062 0.0223 -2.6198 0.021 0.066 0.042
H -5.5499 -1.0568 0.4575 -0.151 -0.055 -0.161
H -6.3177 -2.1780 -0.6986 -0.009 0.121 0.137
H -7.3246 -1.1313 0.3336 0.201 -0.006 -0.134
H -8.8086 0.0555 -1.9958 0.190 -0.002 -0.122
H -7.9111 -0.9235 -3.1786 -0.015 0.158 0.086
H -7.9583 0.8474 -3.3417 0.026 -0.170 0.144
H -3.9005 0.1456 -2.0323 -0.281 -0.025 -0.134
H -4.8241 0.9231 -3.3371 -0.012 -0.197 0.123
H -4.7946 -0.8565 -3.2036 0.029 0.179 0.052
S 2.6412 -1.1408 0.7110 0.904 -0.306 0.422
C 3.3793 -2.1430 -0.4404 0.077 -0.427 -0.937
N 3.9109 -3.3415 -0.1320 -0.038 0.145 0.531
C 4.4353 -4.0341 -1.2899 0.300 -0.443 -0.087
C 4.2013 -3.0270 -2.4241 0.120 0.055 -0.547
N 3.5467 -1.9274 -1.7548 -0.525 0.645 0.542
H 3.9100 -3.7277 0.8063 -0.175 0.316 -0.441
H 3.8913 -4.9687 -1.4689 0.143 0.104 0.096
H 5.4971 -4.2549 -1.1514 -0.114 -0.084 -0.102
H 3.5697 -3.4259 -3.2293 0.099 0.001 0.237
H 5.1360 -2.6860 -2.8851 -0.104 -0.112 0.114
H 3.1828 -1.0786 -2.2420 0.225 -0.595 0.680
```
Positions in Å, forces in eV/Å.